(1)
A molecular structure, C23H42Cl3EuN4O3Si in a non-equilibrium geometry. Source: OMol25; level of theory: ωB97M-V/def2-TZVPD.

Geometry as XYZ:
```
77
Properties=species:S:1:pos:R:3:lowdin_charge:R:1
C 1.527 -0.796 -3.344 -0.0442
C 1.087 0.634 -3.317 -0.2356
H 1.314 -1.264 -4.310 0.0550
H 1.038 -1.382 -2.544 0.0575
H 2.614 -0.855 -3.161 0.0915
C 0.598 1.325 -4.360 -0.1375
C 0.403 0.775 -5.730 -0.1216
H 0.316 2.370 -4.231 0.0971
H 0.625 -0.295 -5.819 0.0543
H 1.049 1.317 -6.433 0.0646
H -0.632 0.939 -6.061 0.0619
Eu 0.081 -0.457 0.846 1.0407
Cl 2.637 0.400 0.955 -0.2987
Cl 0.022 -2.965 -0.046 -0.2397
C 0.360 2.822 1.630 -0.3268
O -0.498 1.909 1.664 -0.1420
N 0.124 4.110 1.908 -0.1794
C -1.196 4.563 2.332 -0.0432
C 1.165 5.130 1.839 -0.0522
H 1.406 2.588 1.365 0.0554
H -1.857 3.701 2.426 0.0820
H -1.600 5.272 1.597 0.0855
H -1.110 5.089 3.291 0.0815
H 2.092 4.666 1.481 0.0944
H 1.333 5.580 2.829 0.0816
H 0.877 5.933 1.144 0.0781
H -1.516 -1.031 -2.829 0.0858
H -2.368 1.402 -3.310 0.0847
C -2.384 -1.178 -2.176 -0.0449
C -3.242 1.081 -2.719 -0.0579
N -2.851 0.119 -1.699 -0.1799
H -2.096 -1.821 -1.339 0.0249
C -2.813 0.466 -0.404 -0.3169
O -2.318 -0.239 0.500 -0.1710
H -3.683 1.954 -2.222 0.0806
H -3.269 1.454 -0.193 0.1379
H -3.186 -1.646 -2.765 0.0853
H -3.976 0.629 -3.401 0.0832
O 0.082 0.597 -1.235 -0.3867
C 1.075 1.228 -1.916 -0.4904
C -0.150 3.483 -1.725 -0.0449
C 1.045 2.778 -1.825 -0.1643
H -1.085 2.917 -1.682 0.1035
C -0.137 4.879 -1.680 -0.1102
H 2.042 0.937 -1.465 0.0490
C 2.258 3.476 -1.858 -0.0311
H -1.086 5.411 -1.600 0.0912
C 1.069 5.581 -1.758 -0.1391
C 2.274 4.873 -1.843 -0.1039
H 3.183 2.898 -1.908 0.1184
H 1.063 6.677 -1.752 0.0906
H 3.220 5.413 -1.904 0.0920
Si 0.407 -7.218 -0.076 0.1027
Cl 0.645 -6.837 -2.126 0.2603
C -1.419 -6.978 0.236 -0.2244
C 1.555 -5.976 0.686 -0.2553
C 0.922 -8.972 0.384 -0.2246
H -1.726 -5.985 -0.111 0.0233
H -1.641 -7.059 1.305 0.0278
H -2.008 -7.734 -0.298 0.0246
H 0.295 -9.727 -0.108 0.0214
H 0.830 -9.123 1.470 0.0277
H 1.966 -9.166 0.109 0.0241
H 1.272 -4.967 0.358 -0.0942
H 2.589 -6.161 0.381 0.0298
H 1.492 -6.005 1.777 0.0292
C 0.318 1.155 6.312 -0.0341
N -0.013 -0.169 5.774 -0.2074
C -0.351 -1.259 6.693 -0.0392
C 0.016 -0.413 4.493 -0.2574
N 0.025 -0.719 3.355 0.0978
H 0.273 1.086 7.402 0.0766
H -0.398 1.909 5.961 0.0886
H 1.325 1.461 6.002 0.0938
H -1.373 -1.617 6.508 0.0918
H 0.342 -2.103 6.562 0.0944
H -0.272 -0.867 7.710 0.0764
```

Calculated values
Calculated total energy   -101416.8519 eV
ΔE to the lowest compared entry with this formula, charge and spin   0.0 kJ/mol
Gap between HOMO and LUMO (spin up / spin down)   4.1 / 6.5 eV
HOMO level (spin up / spin down)   -2.0 / -4.4 eV
Net charge   -1
<S²>   15.759
2S+1   8



(2)
A molecular structure, C23H34Cl2MnN3O3 in a non-equilibrium geometry. Source: OMol25; level of theory: ωB97M-V/def2-TZVPD.

Geometry as XYZ:
```
66
Properties=species:S:1:pos:R:3:lowdin_charge:R:1
O 0.087 1.657 -2.549 -0.2601
C -0.518 1.496 -3.642 -0.3095
C -0.114 2.146 -4.879 -0.2256
C 1.040 2.951 -5.044 -0.0551
H 1.766 3.024 -4.235 0.0968
C 1.238 3.643 -6.239 -0.1261
H 2.122 4.266 -6.389 0.0882
C 0.294 3.561 -7.272 -0.1486
H 0.408 4.161 -8.175 0.0776
C -0.816 2.714 -7.131 -0.1297
H -1.537 2.619 -7.942 0.0866
C -1.009 2.008 -5.956 -0.0830
H -1.869 1.349 -5.826 0.1038
H -1.406 0.842 -3.659 0.0444
C -2.738 2.579 -0.297 -0.1268
C -2.228 1.327 0.291 -0.3453
H -3.549 3.054 0.276 0.0692
H -3.103 2.397 -1.318 0.0770
H -1.907 3.295 -0.396 0.0675
C -2.511 0.689 1.415 -0.2070
C -3.511 1.127 2.454 -0.0936
H -1.985 -0.238 1.632 0.0666
H -4.062 2.014 2.119 0.0570
H -3.001 1.360 3.397 0.0611
H -4.223 0.330 2.697 0.0671
Mn -0.531 0.736 -0.833 0.3719
Cl 0.795 2.044 0.519 0.1047
Cl -1.769 -0.903 -1.788 0.0848
H 3.569 0.267 -2.471 0.0919
H 5.409 1.323 -1.310 0.0838
C 2.939 0.342 -1.574 -0.0676
C 4.848 1.349 -0.370 -0.0612
N 3.799 0.346 -0.405 -0.1946
H 2.259 -0.514 -1.512 0.0852
C 3.469 -0.341 0.709 -0.3125
O 2.439 -1.028 0.839 -0.0582
H 5.518 1.114 0.458 0.0788
H 4.219 -0.224 1.512 0.1374
H 2.360 1.277 -1.641 0.0428
H 4.452 2.366 -0.237 0.0943
H -1.279 -4.803 2.604 0.0844
H -0.495 -5.888 0.504 0.0828
C -1.614 -3.931 2.033 -0.0389
C -0.850 -5.011 -0.051 -0.0592
N -0.830 -3.836 0.811 -0.1815
H -1.504 -3.026 2.633 0.0791
C -0.333 -2.663 0.369 -0.3597
O -0.425 -1.568 0.945 -0.0950
H -0.206 -4.823 -0.917 0.0866
H 0.203 -2.761 -0.596 0.1174
H -2.671 -4.103 1.793 0.0903
H -1.874 -5.224 -0.389 0.0891
N 0.833 0.286 2.990 0.0911
C 0.421 -0.485 4.005 -0.3321
C 0.764 -1.868 4.009 -0.0549
C 0.268 -2.711 4.992 -0.1316
C -0.525 -2.197 6.028 -0.1466
C -0.849 -0.832 6.052 -0.1268
C -0.376 0.032 5.069 -0.0524
H 1.261 -0.150 2.161 0.0247
H 0.507 1.242 2.864 0.0319
H 1.385 -2.220 3.183 0.1038
H 0.524 -3.770 4.946 0.0939
H -0.892 -2.876 6.799 0.0795
H -1.461 -0.438 6.864 0.0902
H -0.627 1.097 5.075 0.0998
```

Calculated values
Calculated total energy   -91383.7557 eV
ΔE to the lowest compared entry with this formula, charge and spin   0.0 kJ/mol
Gap between HOMO and LUMO (spin up / spin down)   4.5 / 7.4 eV
HOMO level (spin up / spin down)   -2.2 / -4.7 eV
Net charge   -1
<S²>   9.139
2S+1   6



Q: Number 2 is which compound?
A: C23H34Cl2MnN3O3



Q: Which value of <S²> does entry 1 give?
A: 15.759



Q: What is the formula in the first record?
A: C23H42Cl3EuN4O3Si



Q: Which of these has the lowest <S²>?
A: C23H34Cl2MnN3O3